Entry 1:
C34H23Br2FGeNORe | ωB97M-V/def2-TZVPD

Cartesian coordinates (Å):
Re -0.725 1.315 -1.652
Br 3.456 4.008 -1.879
C 1.995 4.259 -0.768
C 2.040 5.220 0.266
C 0.971 5.409 1.096
Br 1.071 6.703 2.429
C -0.211 4.622 0.953
C -1.383 4.731 1.725
C -2.451 3.899 1.481
C -2.351 2.920 0.500
N -1.255 2.793 -0.243
C -0.202 3.661 -0.058
C 0.869 3.509 -0.945
O 0.676 2.576 -1.934
H 2.935 5.813 0.394
H -1.438 5.476 2.509
H -3.366 3.979 2.050
H -3.155 2.216 0.323
F -1.755 -1.455 -6.724
C -1.654 -0.975 -5.495
C -2.822 -0.579 -4.844
C -2.745 -0.090 -3.556
C -1.481 0.002 -2.981
C -0.322 -0.474 -3.591
C -0.408 -0.938 -4.900
H -3.773 -0.663 -5.354
H -3.642 0.216 -3.031
H 0.632 -0.545 -3.064
H 0.458 -1.316 -5.426
C -0.626 0.042 -0.447
Ge 0.199 -1.352 0.759
C 2.089 -0.989 0.572
C 2.956 -1.770 1.338
C 4.328 -1.572 1.270
C 4.852 -0.594 0.436
C 4.002 0.190 -0.331
C 2.629 -0.011 -0.262
C -0.508 -0.998 2.503
C -1.379 0.075 2.711
C -1.873 0.352 3.979
C -1.500 -0.446 5.051
C -0.634 -1.512 4.856
C -0.141 -1.792 3.588
C -0.339 -3.025 -0.001
C 0.099 -4.206 0.602
C -0.251 -5.436 0.063
C -1.041 -5.501 -1.078
C -1.485 -4.333 -1.683
C -1.138 -3.101 -1.146
H 2.571 -2.542 1.997
H 4.989 -2.185 1.868
H 5.922 -0.446 0.381
H 4.408 0.953 -0.983
H 1.986 0.612 -0.877
H -1.683 0.699 1.875
H -2.553 1.181 4.134
H -1.893 -0.242 6.038
H -0.344 -2.132 5.693
H 0.526 -2.637 3.458
H 0.715 -4.182 1.494
H 0.090 -6.346 0.537
H -1.316 -6.462 -1.490
H -2.107 -4.386 -2.568
H -1.510 -2.200 -1.621

Cartesian forces (eV/Å) of the 6 atoms listed first:
Re -1.1900 -0.8833 1.1411
Br 0.1708 0.0234 -0.1140
C 0.3201 0.0840 -0.1205
C -0.0247 -0.0197 -0.0513
C -0.0215 -0.0110 -0.0011
Br -0.0122 0.1387 0.1351

Charge ... +2
HOMO-LUMO gap (spin up / spin down) ... 4.5 / 4.6 eV
Multiplicity ... 1
ΔE to the lowest compared entry with this formula, charge and spin ... 34.6 kcal/mol

---

Entry 2:
C4H5NO | ωB97M-V/def2-TZVPD

Cartesian coordinates (Å):
C 1.486 0.332 0.674
C 0.132 0.159 0.101
O -0.840 0.944 0.486
C -0.448 -0.749 -0.796
C -1.931 0.133 -0.090
N -3.109 0.119 -0.120
H 1.449 0.818 1.652
H 2.088 0.945 -0.008
H 1.977 -0.642 0.754
H -0.079 -1.768 -0.903
H -0.726 -0.293 -1.750

Cartesian forces (eV/Å) of the 6 atoms listed first:
C -0.0266 -0.0030 0.0493
C 0.0858 -0.0459 -0.0678
O 0.0725 -0.0121 0.0124
C 0.2139 -0.1408 0.0081
C -1.0638 0.0318 -0.0344
N 0.9567 -0.0020 0.0107

HOMO-LUMO gap (spin up / spin down) ... 7.9 / 7.9 eV
Multiplicity ... 1
ΔE to the lowest compared entry with this formula, charge and spin ... 95.0 kcal/mol

---

Entry 3:
C3HLiMnO4 | ωB97M-V/def2-TZVPD

Cartesian coordinates (Å):
O -1.302 -1.623 -0.573
C -1.160 -0.532 -1.345
O -0.338 0.394 -0.757
O -1.954 -0.216 -2.161
Mn -0.163 -1.875 1.151
C 0.332 0.078 0.349
C 1.202 1.015 0.828
O 1.985 1.669 1.339
Li 3.564 3.137 1.991
H -2.166 -2.046 -0.823

Cartesian forces (eV/Å) of the 6 atoms listed first:
O -0.2513 -2.0269 0.8008
C -3.8957 2.2680 -1.2774
O 1.6470 0.3661 0.3760
O 1.9219 -0.6027 0.3112
Mn -0.0560 -0.5703 0.2639
C -0.1572 0.0040 -0.3222

Charge ... +3
HOMO-LUMO gap (spin up / spin down) ... 8.8 / 8.0 eV
Multiplicity ... 7
<S²> ... 12.0086

---

Entry 4:
H14O7V | ωB97M-V/def2-TZVPD

Cartesian coordinates (Å):
V -22.230 -13.206 12.959
O -22.973 -11.212 13.498
H -22.296 -10.692 13.911
H -23.777 -11.030 13.998
O -23.984 -12.752 11.386
H -24.137 -12.833 10.425
H -24.700 -12.159 11.711
O -20.270 -12.088 14.116
H -19.930 -11.189 14.029
H -19.479 -12.574 14.256
O -23.488 -15.304 12.613
H -23.308 -16.222 12.807
H -23.976 -15.299 11.768
O -20.540 -14.577 12.375
H -19.827 -14.476 11.736
H -20.355 -15.444 12.743
O -22.404 -13.976 14.933
H -21.655 -14.463 15.302
H -22.569 -13.246 15.596
O -21.228 -12.068 11.400
H -21.698 -11.393 10.887
H -20.294 -11.718 11.315

Cartesian forces (eV/Å) of the 6 atoms listed first:
V 1.1331 0.3821 -0.2606
O -0.7655 -0.8606 -0.0988
H 0.6249 0.6683 0.4130
H -0.1793 0.1351 0.0322
O -0.7529 0.5101 -0.1286
H 0.0815 -0.0456 0.5150

Charge ... +2
HOMO-LUMO gap (spin up / spin down) ... 9.1 / 12.3 eV
Multiplicity ... 4
<S²> ... 3.7520
ΔE to the lowest compared entry with this formula, charge and spin ... 2.5 kcal/mol

---

Number 1: E -240598.1016 eV. Number 2: E -7762.4063 eV. Number 3: E -42807.2256 eV. Number 4: E -40233.9490 eV.